1.
15
Properties=species:S:1:pos:R:3:forces:R:3 method="wB97M-V/def2-TZVPD" total_charge=0 e_above_lowest_kj_mol=167.3 molar_mass_g_mol=91.110 e_tot_ha=-324.90889 smiles=C[C@](N)(O)CO max_force_ev_per_a=4.6 lumo_ev=0.84
C 0.091 0.019 -0.371 3.269 1.705 -0.722
C 0.298 0.975 0.770 -3.519 -1.666 2.358
C 0.292 -1.451 -0.050 0.172 0.503 -0.195
N -1.027 0.345 -1.154 -0.050 0.134 -0.387
O 1.442 0.518 -1.050 -1.247 -1.389 -0.208
O -0.899 0.649 1.698 1.252 0.827 -0.444
H 1.214 1.282 -1.593 -0.272 -0.163 -0.008
H -0.648 -0.088 2.267 0.076 0.144 -0.118
H -1.789 0.754 -0.630 0.069 -0.146 0.014
H -1.326 -0.389 -1.782 -0.088 0.067 0.194
H 1.213 0.793 1.331 -0.033 0.196 -0.355
H 0.108 2.011 0.500 0.344 -0.097 -0.094
H 1.213 -1.585 0.511 0.088 -0.073 0.028
H -0.551 -1.822 0.532 -0.034 0.023 -0.035
H 0.371 -2.012 -0.979 -0.027 -0.068 -0.029



2.
15
Properties=species:S:1:pos:R:3:forces:R:3 method="wB97M-V/def2-TZVPD" total_charge=0 e_above_lowest_kj_mol=147.3 molar_mass_g_mol=91.110 e_tot_ha=-324.91649 smiles="CC(=O)O.CN" max_force_ev_per_a=7.8 lumo_ev=0.61
C -0.165 1.759 -2.242 0.586 0.595 2.339
C -0.313 0.785 -1.093 -7.618 -0.562 1.318
O 0.662 0.143 -0.627 2.793 -1.575 1.962
O -1.532 0.537 -0.679 4.094 1.020 -1.259
H -0.919 2.550 -2.202 0.207 -0.222 0.384
H -0.408 1.188 -3.078 0.221 -0.832 -1.835
H 0.841 2.163 -2.168 0.092 0.074 -0.788
C 0.705 -1.174 2.722 0.052 1.929 1.098
N 0.366 -1.649 1.370 1.450 -1.028 -0.703
H 1.183 -2.236 1.047 -1.644 0.457 0.254
H -0.524 -2.192 1.333 1.230 0.633 -0.059
H 0.509 -0.560 0.292 -0.756 0.994 -1.665
H -0.115 -1.400 3.427 0.263 0.364 -0.401
H 0.846 -0.012 2.662 -0.227 -2.173 0.379
H 1.613 -1.620 3.219 -0.742 0.326 -1.024



3.
15
Properties=species:S:1:pos:R:3:forces:R:3 method="wB97M-V/def2-TZVPD" total_charge=0 e_above_lowest_kj_mol=157.1 molar_mass_g_mol=91.110 e_tot_ha=-324.91279 smiles="CC(N)=O.CO" max_force_ev_per_a=4.4 lumo_ev=0.69
C 0.540 1.259 -1.494 -0.016 -1.727 3.162
C -0.871 0.944 -0.981 -1.857 3.123 -2.411
O -1.256 0.725 0.131 0.771 -0.965 1.152
N -1.833 1.317 -1.944 1.322 -0.640 0.489
H -2.793 1.352 -1.663 -0.216 -0.255 -0.091
H -1.567 1.350 -2.911 -0.275 0.103 -0.065
H 1.062 1.614 -0.589 -0.161 0.262 -0.342
H 0.614 2.005 -2.256 0.002 -0.234 -0.740
H 0.975 0.257 -1.563 0.453 0.318 -1.145
C 0.459 -1.964 2.115 1.890 1.815 0.500
O 1.752 -1.949 2.795 -0.155 0.019 -0.083
H 2.305 -1.259 2.418 -0.099 -0.075 -0.033
H 0.315 -0.986 1.633 -0.036 -0.356 -0.311
H 0.542 -2.752 1.372 -1.025 -0.268 0.267
H -0.246 -1.914 2.938 -0.597 -1.120 -0.350



4.
15
Properties=species:S:1:pos:R:3:forces:R:3 method="wB97M-V/def2-TZVPD" total_charge=0 e_above_lowest_kj_mol=107.4 molar_mass_g_mol=91.110 e_tot_ha=-324.93170 smiles="CC(N)=O.CO" max_force_ev_per_a=1.0 lumo_ev=0.80
C 1.452 1.432 -1.626 0.769 -0.693 0.096
O 2.181 0.375 -0.993 -0.018 0.049 0.159
H 2.724 0.755 -0.287 -0.189 -0.120 -0.294
H 0.835 0.981 -2.392 -0.209 -0.161 -0.019
H 0.821 1.914 -0.889 -0.119 0.526 -0.157
H 2.160 2.088 -2.133 -0.239 0.431 0.171
C -0.618 0.555 1.509 0.188 -0.159 0.110
C -0.980 -0.705 0.771 0.026 -0.384 0.143
O -0.728 -1.813 1.192 0.295 0.074 -0.193
N -1.622 -0.514 -0.444 0.549 0.016 0.415
H -0.054 0.314 2.409 -0.364 -0.139 0.103
H -1.551 1.068 1.745 0.214 0.345 0.103
H -1.737 -1.383 -0.938 -0.526 0.001 -0.042
H -2.385 0.140 -0.415 -0.035 0.062 -0.411
H 0.050 1.170 0.909 -0.340 0.154 -0.183



5.
15
Properties=species:S:1:pos:R:3:forces:R:3 method="wB97M-V/def2-TZVPD" total_charge=0 e_above_lowest_kj_mol=64.5 molar_mass_g_mol=91.110 e_tot_ha=-324.94803 smiles="CNC(C)=O.O" max_force_ev_per_a=1.2 lumo_ev=0.73
C -1.375 0.297 0.701 0.533 0.044 1.126
C -0.714 -0.446 -0.430 -0.369 0.189 -0.746
N 0.420 -1.152 -0.162 0.035 0.028 0.121
C 1.116 -1.200 1.102 0.232 -0.104 0.407
O -1.186 -0.418 -1.556 0.116 -0.117 0.194
H -1.375 1.388 0.602 -0.030 -0.271 -0.429
H -2.395 -0.048 0.816 -0.239 -0.001 -0.261
H -0.877 0.094 1.654 -0.109 0.042 -0.069
H 0.753 -1.733 -0.915 -0.061 0.140 -0.076
H 0.547 -1.700 1.886 -0.108 -0.023 0.004
H 1.392 -0.210 1.454 -0.046 0.164 0.018
H 2.049 -1.747 1.001 0.000 -0.093 -0.236
H 0.770 1.577 -0.175 0.070 0.000 -0.211
H 1.836 2.588 -0.617 -0.051 -0.068 -0.046
O 1.185 2.408 0.067 0.030 0.070 0.203



6.
15
Properties=species:S:1:pos:R:3:forces:R:3 method="wB97M-V/def2-TZVPD" spin_multiplicity=2 total_charge=+1 e_above_lowest_kj_mol=58.6 molar_mass_g_mol=91.110 e_tot_ha=-324.60322 max_force_ev_per_a=1.7 lumo_ev="-4.28 / -9.00"
C -1.751 -0.794 -1.282 -0.418 0.017 -0.109
N -0.425 -0.315 -1.754 -0.203 -0.201 0.970
H -1.804 -1.875 -1.365 0.070 -0.026 -0.033
H -1.908 -0.541 -0.237 0.081 0.100 0.091
H -2.581 -0.360 -1.842 0.132 -0.082 -0.065
H -0.193 -0.837 -2.593 0.349 0.005 0.073
H 0.446 -0.488 -0.508 -0.528 -0.331 -1.565
H -0.511 0.654 -2.045 0.159 0.047 0.043
O -0.298 -0.280 1.925 -0.462 0.012 0.241
C 0.784 0.032 1.383 1.290 0.269 -0.748
O 1.152 -0.554 0.312 -0.197 0.348 0.476
C 1.636 1.120 1.935 -0.618 0.274 0.459
H 1.402 2.019 1.351 -0.020 -0.177 -0.157
H 1.375 1.360 2.963 0.321 -0.142 0.130
H 2.676 0.858 1.757 0.044 -0.112 0.193



7.
15
Properties=species:S:1:pos:R:3:forces:R:3 method="wB97M-V/def2-TZVPD" spin_multiplicity=2 total_charge=+1 e_above_lowest_kj_mol=94.8 molar_mass_g_mol=91.110 e_tot_ha=-324.58944 max_force_ev_per_a=3.8 lumo_ev="-4.14 / -9.76"
O -1.135 0.164 1.128 -0.019 0.004 -0.194
C -0.072 -0.452 1.118 2.292 -1.257 -1.818
O 0.508 -0.962 0.030 -0.096 0.240 3.251
C 0.769 -0.644 2.357 -1.479 2.118 2.849
H 1.075 -1.650 2.458 0.274 -1.212 -0.308
H 1.657 0.020 2.337 -0.558 -0.283 -0.435
H 0.177 -0.364 3.326 0.960 -0.463 -1.930
C 0.484 1.260 -2.240 0.458 -1.587 -0.116
N -0.710 0.389 -1.871 0.766 1.558 -0.018
H 0.340 2.115 -2.902 -0.738 -0.077 0.131
H 0.917 1.599 -1.311 0.160 0.242 0.177
H 1.249 0.618 -2.750 -0.755 0.430 0.513
H 0.073 -0.664 -0.789 -1.305 0.613 -1.509
H -1.231 0.117 -2.689 -0.089 -0.470 -0.195
H -1.359 0.886 -1.261 0.129 0.144 -0.398



8.
16
Properties=species:S:1:pos:R:3:forces:R:3 method="wB97M-V/def2-TZVPD" total_charge=-1 e_above_lowest_kj_mol=147.8 molar_mass_g_mol=122.084 e_tot_ha=-666.34152 smiles=CNP([O-])CCO max_force_ev_per_a=2.0 lumo_ev=4.12
C 0.441 0.156 -2.061 0.184 -0.610 -0.012
C -1.260 -0.799 2.098 -0.181 -0.225 0.232
C 1.285 0.121 -0.803 0.091 0.407 0.302
N -0.836 -0.390 0.784 0.075 0.236 -0.470
O 0.008 1.464 -2.391 -0.149 0.430 0.195
O 1.385 0.421 1.891 0.996 -0.308 1.250
P 0.472 0.848 0.789 -0.886 -0.077 -1.833
H -0.168 1.871 -1.530 -0.001 0.243 -0.107
H 1.008 -0.208 -2.932 -0.162 0.004 0.098
H -0.433 -0.500 -1.929 0.119 -0.020 -0.043
H -1.790 -1.762 2.039 0.045 0.132 0.168
H -0.355 -0.920 2.694 -0.106 -0.086 0.132
H -1.914 -0.073 2.616 0.047 -0.066 0.007
H 2.197 0.717 -0.948 -0.033 -0.049 -0.061
H 1.587 -0.904 -0.565 -0.103 -0.008 0.089
H -1.626 -0.040 0.250 0.065 -0.005 0.052